{"formula": "C26H25BN12S2V", "method": "the ωB97M-V functional and the def2-TZVPD basis", "multiplicity": 4, "total_charge": 2, "total_energy_ev": -93272.255, "fmax_ev_per_a": 3.199, "s_squared": 3.7661, "homo_lumo_gap_ev": [7.13, 4.47], "homo_ev": [-13.69, -13.69], "relative_energy_kcal_mol": 17.2, "lumo_ha": [-0.241, -0.339], "species": ["V", "C", "C", "N", "N", "C", "B", "N", "C", "C", "C", "N", "N", "C", "C", "C", "N", "N", "C", "C", "C", "N", "H", "H", "H", "H", "H", "H", "H", "H", "H", "H", "H", "H", "S", "C", "C", "C", "C", "C", "C", "N", "C", "C", "C", "C", "C", "C", "C", "H", "H", "H", "H", "H", "H", "H", "H", "N", "N", "C", "N", "S", "H", "H", "H", "H", "H"], "xyz": [[0.04016, -0.10862, 0.10158], [-1.88307, 2.66916, 2.51750], [-1.22468, 2.30100, 1.35371], [-1.01832, 0.98848, 1.35722], [-1.54132, 0.48742, 2.48408], [-2.06494, 1.48478, 3.20879], [-1.79545, -1.03585, 2.53613], [-2.44385, -1.31375, 1.14765], [-3.68550, -1.74613, 0.88059], [-3.92055, -1.57541, -0.46885], [-2.74641, -1.01837, -0.96234], [-1.86449, -0.86991, 0.02299], [-0.44996, -1.77319, 2.53615], [0.05110, -2.72924, 3.33822], [1.24020, -3.17129, 2.79074], [1.39307, -2.41272, 1.63144], [0.36995, -1.57895, 1.49866], [-2.71527, -1.47310, 3.64032], [-3.09198, -2.74350, 3.95669], [-4.12954, -2.67042, 4.85185], [-4.34581, -1.29481, 5.03701], [-3.49772, -0.61432, 4.30789], [-2.18291, 3.65333, 2.80741], [-0.91861, 2.91433, 0.52537], [-2.54427, 1.28760, 4.14662], [-4.31694, -2.15860, 1.64210], [-4.80952, -1.80672, -1.01820], [-2.52982, -0.75431, -1.97961], [-0.44754, -3.03643, 4.23187], [1.90341, -3.92471, 3.16707], [2.18595, -2.47045, 0.90943], [-2.61448, -3.59545, 3.51435], [-4.66305, -3.47199, 5.31568], [-5.07205, -0.79718, 5.64582], [2.40234, 3.70014, 0.65354], [2.44997, 2.91228, 2.20314], [2.92008, 3.42379, 3.40188], [2.82445, 2.63353, 4.52937], [2.28447, 1.34998, 4.44704], [1.82085, 0.83676, 3.25454], [1.89118, 1.62067, 2.10265], [1.44011, 1.30313, 0.84610], [1.61782, 2.29654, 0.00645], [1.02990, 2.25288, -1.30861], [1.32965, 3.20609, -2.29101], [0.67313, 3.17147, -3.50162], [-0.29760, 2.21044, -3.73332], [-0.59585, 1.25631, -2.75903], [0.06559, 1.27336, -1.55652], [3.33676, 4.41597, 3.44625], [3.17305, 3.00900, 5.47858], [2.23776, 0.74550, 5.33839], [1.41479, -0.15946, 3.20715], [2.07039, 3.96246, -2.07364], [0.91588, 3.89242, -4.26694], [-0.82953, 2.18872, -4.67212], [-1.34791, 0.51322, -2.97927], [2.68979, -0.53336, -0.82824], [2.82822, -1.45310, -1.87658], [1.75062, -2.06357, -2.40211], [1.91761, -2.88692, -3.43349], [0.21214, -1.82741, -1.76236], [2.99743, 0.39524, -1.12918], [3.26289, -0.81373, -0.02731], [3.75107, -1.63033, -2.26953], [2.82011, -3.06757, -3.84705], [1.11998, -3.37312, -3.81469]], "forces_ev_per_angstrom": [[1.0, -1.7, 0.6], [0.2, -0.1, -0.2], [-0.3, 0.4, 0.4], [0.0, 0.7, 0.0], [-0.3, -0.1, 0.8], [0.1, 0.5, 0.1], [-0.4, 0.2, 0.0], [-0.4, -0.3, 0.3], [0.1, 0.1, -0.3], [0.1, 0.1, -0.1], [-0.6, -0.3, -0.1], [0.1, -0.3, -0.8], [0.0, -0.4, 0.6], [0.3, 0.1, -0.3], [0.0, 0.2, -0.2], [0.2, -0.5, 0.4], [0.2, 0.3, -0.3], [0.1, -0.5, 0.2], [-0.2, -0.3, 0.2], [0.1, -0.2, -0.1], [0.4, -0.5, -0.4], [-0.2, 1.6, 0.0], [-0.1, 0.2, 0.1], [0.1, 0.0, 0.0], [-0.1, 0.0, 0.0], [-0.1, 0.0, 0.2], [-0.2, -0.1, -0.1], [0.1, 0.0, 0.0], [-0.2, 0.0, 0.2], [0.0, -0.1, 0.1], [0.0, 0.1, -0.1], [0.1, -0.2, -0.1], [-0.1, -0.3, 0.1], [-0.1, 0.2, 0.2], [-0.3, -0.6, 0.0], [-0.2, -0.4, -0.3], [0.1, 0.0, 0.1], [0.0, 0.1, -0.2], [0.0, -0.1, 0.0], [0.0, -0.1, -0.1], [0.5, 0.5, 1.1], [0.2, 0.4, -0.9], [0.6, 0.5, 0.8], [0.2, -0.4, 0.2], [-0.3, -0.4, 0.1], [0.0, 0.0, -0.2], [0.0, 0.2, 0.2], [-0.5, -0.6, 0.1], [0.2, 2.0, -2.5], [0.1, 0.1, 0.1], [0.0, 0.0, 0.1], [-0.1, -0.1, 0.1], [-0.1, -0.1, 0.0], [0.0, 0.1, 0.0], [0.0, 0.1, -0.1], [-0.1, -0.1, -0.1], [0.1, 0.0, -0.1], [0.0, 0.0, 0.1], [0.4, -0.1, -0.2], [0.4, 0.2, 0.1], [0.1, 0.1, 0.2], [-0.8, 0.0, 0.1], [-0.1, -0.4, 0.0], [-0.2, 0.0, -0.3], [-0.2, 0.1, 0.2], [0.0, 0.0, 0.0], [0.0, 0.1, 0.1]], "mulliken_charge": [-0.561, -1.536, -0.361, 0.648, 0.200, -0.222, 0.462, 0.258, -0.042, -1.528, -0.108, 0.595, 0.095, -0.154, -1.549, -0.201, 0.686, 0.111, -0.360, -0.955, -0.325, -0.992, 0.498, 0.587, 0.690, 0.499, 0.479, 0.281, 0.764, 0.489, 0.251, 0.671, 0.466, 0.485, -0.318, 0.539, -0.663, -0.649, -0.980, -0.131, -0.343, 0.818, 0.360, 0.774, -1.134, -0.891, -0.986, -0.528, 1.472, 0.466, 0.431, 0.478, 0.378, 0.538, 0.467, 0.501, 0.322, -0.360, -0.611, 0.865, -0.432, -0.213, 0.411, 0.433, 0.225, 0.210, 0.227]}


{"formula": "C19H58N2O19", "method": "the ωB97M-V functional and the def2-TZVPD basis", "total_charge": 0, "total_energy_ev": -62517.643, "fmax_ev_per_a": 8.526, "homo_lumo_gap_ev": 9.58, "homo_ev": -9.63, "relative_energy_kcal_mol": 135.7, "lumo_ha": -0.002, "smiles": "NC(N)=O.OCCO.OCCO.OCCO.OCCO.OCCO.OCCO.OCCO.OCCO.OCCO", "species": ["C", "O", "N", "N", "H", "H", "H", "H", "C", "C", "O", "O", "H", "H", "H", "H", "H", "H", "C", "C", "O", "O", "H", "H", "H", "H", "H", "H", "C", "C", "O", "O", "H", "H", "H", "H", "H", "H", "C", "C", "O", "O", "H", "H", "H", "H", "H", "H", "C", "C", "O", "O", "H", "H", "H", "H", "H", "H", "C", "C", "O", "O", "H", "H", "H", "H", "H", "H", "C", "C", "O", "O", "H", "H", "H", "H", "H", "H", "C", "C", "O", "O", "H", "H", "H", "H", "H", "H", "C", "C", "O", "O", "H", "H", "H", "H", "H", "H"], "xyz": [[-0.32618, 1.20576, 0.18505], [-1.30543, 1.89450, 0.30879], [0.77585, 1.60230, 0.60502], [-0.09326, 0.14607, -0.61261], [1.61497, 1.04621, 0.52301], [0.74165, 2.55685, 0.93330], [-0.76392, -0.13955, -1.31171], [0.71740, -0.42169, -0.41119], [6.84981, 3.47739, -0.40573], [7.43524, 2.07722, -0.42858], [6.52184, 1.03894, -0.76640], [5.52388, 3.47653, 0.20233], [6.70638, 3.76858, -1.44627], [7.48648, 4.22668, 0.06470], [7.68077, 2.04659, 0.63296], [8.31368, 2.07240, -1.07389], [5.86498, 0.88250, -0.08400], [4.87976, 3.13296, -0.42110], [-1.15467, 6.08191, -1.33253], [-2.04711, 6.98291, -0.49125], [-2.44915, 6.21333, 0.62887], [-1.83616, 4.94164, -1.88297], [-0.40936, 5.52345, -0.76620], [-0.41960, 6.47932, -2.03242], [-2.92774, 7.23926, -1.08021], [-1.51507, 7.85267, -0.10582], [-1.83230, 6.23045, 1.36426], [-2.14710, 4.48949, -1.09527], [2.02119, -4.22890, -5.49282], [1.65156, -2.73473, -5.86155], [2.55647, -2.06878, -6.65600], [3.34990, -4.22144, -4.92813], [1.91883, -4.93415, -6.31759], [1.34426, -4.60711, -4.72677], [1.61845, -2.19998, -4.91232], [0.64169, -2.58379, -6.24296], [2.49897, -2.31777, -7.58137], [3.93823, -3.84060, -5.58420], [-1.99343, -0.39308, 4.48268], [-1.51665, 0.93195, 5.09534], [-1.70912, 0.89520, 6.47383], [-1.09419, -1.47772, 4.55145], [-2.32598, -0.18729, 3.46525], [-2.88208, -0.79151, 4.97225], [-2.04792, 1.79782, 4.70021], [-0.47930, 1.18335, 4.87449], [-1.03326, 0.37762, 6.91756], [-1.48050, -2.15883, 3.99606], [-5.72759, -4.03483, -1.48777], [-6.48430, -5.30486, -1.17182], [-7.85016, -5.06965, -1.20315], [-4.34468, -3.94418, -1.24385], [-6.29313, -3.22303, -1.03033], [-5.88932, -3.91438, -2.55895], [-6.31739, -5.77296, -0.20170], [-6.12442, -6.12822, -1.78878], [-8.35879, -5.59588, -1.82442], [-3.96581, -3.26842, -1.81078], [0.00595, 5.95397, 5.40880], [0.31653, 6.11761, 6.93319], [-0.38662, 5.21731, 7.75388], [0.59325, 4.93273, 4.69548], [0.21681, 6.92483, 4.96039], [-1.05586, 5.71695, 5.34177], [-0.09240, 7.09610, 7.18505], [1.35475, 5.83091, 7.10054], [0.00672, 4.35889, 7.58066], [1.44405, 5.21904, 4.35522], [-0.19358, -5.33442, 1.02551], [-0.29247, -6.15673, -0.22571], [-0.07037, -7.61224, 0.12814], [-1.49951, -5.07923, 1.51160], [0.18079, -4.32019, 0.88669], [0.50963, -5.81398, 1.70641], [0.49781, -5.87919, -0.92323], [-1.21251, -6.02378, -0.79488], [0.16281, -8.04814, -0.69480], [-1.95764, -4.70745, 0.75430], [-4.15315, 0.90670, -4.09686], [-2.91221, 0.25126, -4.79580], [-2.71262, -0.87792, -3.91155], [-4.33305, 2.33449, -4.35259], [-3.91369, 0.86302, -3.03439], [-5.08858, 0.37860, -4.28176], [-2.04569, 0.91210, -4.81889], [-3.06091, -0.00681, -5.84431], [-3.00412, -1.60670, -4.46428], [-3.62053, 2.84780, -3.96472], [4.17572, -2.68600, 0.73529], [3.88173, -1.80387, 2.05875], [4.17389, -0.41861, 1.93902], [3.34965, -2.31965, -0.37967], [4.01712, -3.73739, 0.97506], [5.21721, -2.50568, 0.46904], [4.57733, -2.21502, 2.79031], [2.92079, -1.97865, 2.54262], [5.02280, -0.27756, 2.36454], [3.47294, -2.76187, -1.22279]], "forces_ev_per_angstrom": [[-3.0, -0.9, -3.2], [-2.6, 0.2, -0.2], [6.8, 3.2, 4.1], [-1.5, -2.6, -1.4], [0.0, 0.7, 0.2], [0.7, -0.4, 0.5], [0.1, -0.2, 0.5], [-0.4, -0.1, -0.5], [-2.2, -0.1, -2.0], [-0.6, 0.6, 1.9], [0.6, 0.4, -0.9], [1.2, 0.3, 0.5], [0.0, 0.4, -0.2], [-0.1, -0.3, 0.3], [0.8, -1.1, 0.1], [-0.1, -0.4, 0.1], [0.1, 0.3, 0.3], [0.2, -0.1, -0.2], [1.4, -1.7, 0.0], [1.2, -0.8, 0.2], [-1.3, -0.4, 0.2], [-0.5, 1.0, -0.6], [0.2, 0.7, 1.4], [-1.0, 0.8, -0.8], [0.0, 0.2, 0.3], [0.0, 0.3, -0.5], [0.3, 0.2, -0.3], [-0.2, -0.4, 0.1], [0.4, 1.5, 0.0], [-1.1, -1.2, 1.3], [1.4, 0.4, -0.6], [-0.9, -0.4, -0.2], [0.3, 0.1, -0.4], [0.0, 0.3, 0.2], [0.3, 0.0, 0.1], [-0.3, -0.6, -0.2], [-0.2, -0.2, 0.0], [0.0, 0.2, -0.1], [-1.0, 0.5, -0.6], [0.3, -1.0, -0.3], [-0.3, 0.6, 1.4], [1.1, 0.2, -0.2], [0.3, 0.0, -0.4], [-0.4, 0.9, 0.5], [-0.5, -0.3, 0.0], [0.3, -0.5, -0.3], [0.1, -0.1, -0.2], [0.2, -0.2, 0.0], [-1.0, 1.0, -1.1], [1.4, -2.0, 1.0], [-1.3, 0.7, -0.4], [0.3, -0.9, 0.7], [0.1, 0.2, 0.4], [-0.1, 0.2, -0.3], [0.6, 0.7, 0.6], [-0.3, 0.1, -0.8], [0.5, -0.1, -0.1], [-0.2, 0.1, 0.0], [-1.1, 1.0, 1.3], [-0.4, -1.2, -1.3], [-0.5, -0.5, 0.1], [1.1, -1.1, -0.4], [-0.1, 0.2, -0.2], [-0.3, 0.5, 0.1], [0.9, 0.2, 0.3], [0.6, 1.3, 0.0], [-0.3, -0.3, 0.2], [0.1, -0.1, 0.1], [-0.5, 0.9, -0.5], [1.6, -2.0, -0.4], [-0.6, 2.1, -0.4], [-0.3, -0.6, 1.1], [0.8, -0.1, -0.7], [-0.7, -0.2, 0.5], [0.3, 0.0, 0.0], [-0.4, -0.1, 0.4], [0.0, -0.1, -0.1], [-0.4, 0.1, 0.1], [1.5, 2.2, 0.1], [-1.4, 0.7, 1.2], [0.5, -0.3, -1.4], [-0.6, -1.2, -0.8], [-0.2, -0.5, 0.1], [0.1, 0.2, -0.2], [0.0, 0.0, 0.5], [-0.3, -0.4, 0.1], [0.2, -0.5, 0.4], [0.2, -0.2, 0.2], [-0.7, 1.2, 0.3], [1.0, -1.4, -1.0], [-0.3, -0.1, -0.4], [-0.8, 0.9, 0.9], [0.1, -0.1, 0.2], [0.2, -0.1, 0.1], [0.2, -0.3, 0.0], [-0.4, 0.3, -0.7], [0.0, 0.1, 0.0], [0.7, -0.4, 0.4]], "mulliken_charge": [0.752, -0.696, -0.279, -0.249, 0.100, 0.163, 0.115, 0.088, -0.405, -0.321, -0.452, -0.515, 0.248, 0.324, 0.227, 0.340, 0.259, 0.297, -0.420, -0.305, -0.523, -0.477, 0.211, 0.387, 0.222, 0.305, 0.274, 0.324, -0.386, -0.285, -0.544, -0.498, 0.291, 0.255, 0.192, 0.338, 0.321, 0.318, -0.352, -0.343, -0.558, -0.522, 0.335, 0.300, 0.282, 0.251, 0.312, 0.289, -0.286, -0.370, -0.528, -0.461, 0.292, 0.201, 0.284, 0.281, 0.310, 0.278, -0.389, -0.388, -0.516, -0.465, 0.363, 0.247, 0.326, 0.256, 0.291, 0.272, -0.356, -0.124, -0.540, -0.510, 0.217, 0.327, 0.208, 0.229, 0.286, 0.262, -0.314, -0.368, -0.412, -0.551, 0.265, 0.286, 0.261, 0.286, 0.247, 0.304, -0.306, -0.634, -0.456, -0.470, 0.335, 0.290, 0.387, 0.330, 0.282, 0.252]}


{"formula": "C4H28N2O8S2", "method": "the ωB97M-V functional and the def2-TZVPD basis", "total_charge": 0, "total_energy_ev": -45632.678, "fmax_ev_per_a": 2.057, "homo_lumo_gap_ev": 8.96, "homo_ev": -8.65, "relative_energy_kcal_mol": 8.9, "lumo_ha": 0.011, "smiles": "CN[C@@H](CN)CSS.O.O.O.O.O.O.O.O", "species": ["S", "S", "C", "C", "C", "N", "N", "C", "H", "H", "H", "H", "H", "H", "H", "H", "H", "H", "H", "H", "H", "H", "O", "H", "H", "O", "H", "H", "O", "H", "H", "O", "H", "H", "O", "H", "H", "O", "H", "H", "O", "H", "H", "O"], "xyz": [[-2.22307, -3.15320, 0.37598], [-1.87881, -1.94664, 1.89627], [-0.48888, -0.83133, 1.66266], [0.81779, -1.51345, 1.21127], [2.12189, -0.80262, 1.53291], [2.30392, -0.55931, 2.98100], [0.66631, -1.89214, -0.18553], [1.80877, -2.55867, -0.77700], [-1.33394, -4.12918, 0.61818], [-0.55783, 0.02030, 1.00008], [-0.31274, -0.40957, 2.65450], [0.91453, -2.39971, 1.86161], [2.24101, 0.20599, 1.12436], [2.93510, -1.39820, 1.13629], [3.17036, -0.94092, 3.34470], [1.54434, -0.94057, 3.51294], [0.43076, -1.05358, -0.71483], [2.12437, -3.44196, -0.22960], [1.50920, -2.95249, -1.75655], [2.63576, -1.90110, -1.06798], [3.12430, 2.54258, 1.12863], [2.13086, 2.01035, 0.19742], [2.57479, 2.85602, 0.39602], [0.03138, 0.35271, -3.49657], [-0.20293, -0.13672, -4.97989], [-0.50956, 0.46311, -4.29526], [-0.44986, 1.19846, -1.17067], [0.76814, 2.08163, -1.49966], [0.23934, 1.35813, -1.85045], [-0.48262, 2.23033, 2.51124], [-0.92385, 2.49305, 3.96629], [-1.17797, 2.03784, 3.15146], [-2.74157, 0.76839, 1.98087], [-3.81242, 1.48345, 1.07841], [-3.20980, 0.73200, 1.13409], [-2.08863, 1.88956, 0.44527], [-1.59776, 2.79045, -0.80342], [-1.31681, 2.31088, -0.00145], [-1.02592, 3.08464, -3.34981], [-2.02121, 1.99270, -3.31654], [-1.86577, 2.86546, -2.93073], [-1.41720, -1.07575, -3.48676], [-1.18925, -1.85471, -2.01606], [-1.26451, -1.87622, -2.97369]], "forces_ev_per_angstrom": [[-0.3, -0.5, -1.3], [-0.1, 0.7, 1.7], [2.0, -0.1, -0.4], [-0.2, -0.7, 0.6], [0.3, 1.2, 0.9], [0.3, -0.1, -0.2], [0.1, 0.2, 0.4], [-0.3, -0.1, -1.7], [0.1, 0.0, 0.0], [-1.0, 0.3, -0.4], [-0.4, -0.1, 0.1], [-0.2, -0.4, -0.5], [-0.4, -0.2, -0.8], [0.2, -0.2, -0.1], [-0.2, 0.0, -0.1], [-0.2, -0.2, 0.3], [0.2, -0.2, 0.0], [0.2, 0.2, 0.4], [-0.3, 0.0, 0.1], [0.3, 0.0, 0.6], [0.2, 0.5, 0.0], [0.0, 0.6, -0.2], [-0.2, -1.1, 0.2], [0.1, 0.2, -0.2], [0.2, -0.1, 0.1], [-0.4, 0.2, -0.2], [0.3, 0.6, -0.2], [-0.1, 0.0, 0.0], [0.5, -0.9, 0.2], [-0.1, 0.1, 0.0], [-0.1, -0.1, -0.3], [0.0, 0.0, 0.2], [-0.3, 0.2, 0.1], [-0.1, -0.1, 0.5], [-0.1, 0.2, -0.3], [0.4, 0.2, -0.7], [-0.2, -0.3, 0.3], [-0.1, 0.1, 0.3], [0.0, 0.1, 0.1], [-0.1, 0.0, 0.1], [-0.2, 0.1, -0.2], [0.0, 0.4, 1.0], [-0.3, 0.7, -0.1], [0.2, -1.5, -0.6]], "mulliken_charge": [-0.162, -0.053, 0.233, -0.349, 0.114, -0.595, 0.333, -1.190, 0.139, -0.300, 0.341, 0.187, -0.747, 0.598, 0.257, 0.228, 0.057, 0.372, 0.341, 0.360, 0.355, 0.294, -0.671, 0.360, 0.268, -0.686, 0.397, 0.192, -0.574, 0.292, 0.283, -0.580, 0.339, 0.324, -0.726, 0.369, 0.304, -0.683, 0.312, 0.322, -0.656, 0.372, 0.284, -0.656]}